(1)
A single C3H3N5O molecule at a distorted geometry, computed with the ωB97M-V functional and the def2-TZVPD basis.

Geometry as XYZ:
```
12
Properties=species:S:1:pos:R:3:nbo_charge:R:1
H 0.085 2.791 0.241 0.355
N 0.145 2.107 0.987 -0.586
C -0.514 1.107 0.605 0.444
N -1.116 0.936 -0.687 -0.519
C -0.911 -0.112 -1.358 0.451
O -0.113 -1.160 -1.091 -0.468
C 0.612 -1.200 0.045 0.578
N 1.796 -1.536 -0.043 -0.597
H 2.297 -1.586 0.837 0.371
N -0.164 -1.095 1.260 -0.129
N -0.653 0.021 1.487 -0.096
H -1.463 -0.273 -2.283 0.194
```

Computed properties:
highest occupied orbital energy: -10.0 eV
E_LUMO: -0.70 eV
energy above the lowest of the compared OMol25 structures with the same formula, charge and spin: 146.7 kJ/mol
SMILES: [H]/N=c1\nco/c(=N/[H])nn1
charge: 0
M: 125.09 g/mol

(2)
A single C3H3N5S molecule at a distorted geometry, computed with the ωB97M-V functional and the def2-TZVPD basis.

Geometry as XYZ:
```
12
Properties=species:S:1:pos:R:3:nbo_charge:R:1
H -0.397 0.253 3.288 0.354
N -0.213 1.040 2.654 -0.694
C 0.061 0.794 1.415 0.254
N 0.070 -0.525 0.909 -0.442
N 0.139 -0.409 -0.525 -0.217
C 0.044 -1.173 -1.643 0.124
N 0.133 -0.400 -2.713 -0.268
N 0.263 0.932 -2.301 -0.278
C 0.258 0.876 -0.998 0.122
S 0.332 2.086 0.232 0.407
H -0.529 -1.219 1.342 0.416
H -0.160 -2.256 -1.662 0.222
```

Computed properties:
highest occupied orbital energy: -9.1 eV
E_LUMO: 0.34 eV
energy above the lowest of the compared OMol25 structures with the same formula, charge and spin: 0.0 kJ/mol
SMILES: [H]/N=c1\[nH]n2cnnc2s1
charge: 0
M: 141.16 g/mol

(3)
A single C3H3NO molecule at a distorted geometry, computed with the ωB97M-V functional and the def2-TZVPD basis.

Geometry as XYZ:
```
8
Properties=species:S:1:pos:R:3:nbo_charge:R:1
C -0.251 -0.048 0.130 -0.720
C -1.627 -0.359 -0.068 0.358
O -2.062 -1.945 -0.432 -0.394
C -2.711 0.540 0.087 0.160
N -3.513 1.314 0.348 -0.206
H 0.442 -0.945 0.299 0.281
H -0.154 0.765 0.984 0.259
H 0.012 0.588 -0.642 0.262
```

Computed properties:
highest occupied orbital energy (spin up / spin down): -11.5 / -10.2 eV
E_LUMO (spin up / spin down): -1.80 / -1.80 eV
energy above the lowest of the compared OMol25 structures with the same formula, charge and spin: 425.0 kJ/mol
SMILES: CC(=O)C#N
charge: 0
M: 69.06 g/mol

(4)
A single C3H3NO molecule at a distorted geometry, computed with the ωB97M-V functional and the def2-TZVPD basis.

Geometry as XYZ:
```
8
Properties=species:S:1:pos:R:3:nbo_charge:R:1
N -1.010 1.065 1.652 -0.310
C -0.124 0.944 0.916 0.267
C 0.632 0.325 -0.167 -0.623
C -0.376 -0.858 -0.478 0.459
O -0.251 -1.751 -1.262 -0.471
H 0.778 1.030 -0.998 0.274
H 1.626 0.001 0.176 0.273
H -1.274 -0.755 0.162 0.131
```

Computed properties:
highest occupied orbital energy: -10.8 eV
E_LUMO: 0.52 eV
energy above the lowest of the compared OMol25 structures with the same formula, charge and spin: 65.7 kJ/mol
SMILES: N#CCC=O
charge: 0
M: 69.06 g/mol